1.
10
Properties=species:S:1:pos:R:3:nbo_charge:R:1 method="wB97M-V/def2-TZVPD" lumo_energy_ev=-0.277 energy_ha=-1344.48223 largest_force_ev_per_a=3.0 charge=0 mol_weight_g_mol=140.258
C 1.39215 0.81676 -0.58632 0.211
N -1.17309 0.31393 0.52711 -0.894
N 1.84486 -0.27253 -0.58210 -0.562
S 0.92407 2.34325 -0.75639 -0.123
S 1.71569 -1.82815 -0.18811 0.075
S -1.53320 -1.17307 -0.60841 -0.162
H -0.39311 0.06124 1.18138 0.418
H -0.78706 1.13293 -0.04778 0.454
H -2.06685 0.35822 1.16249 0.451
H 0.07655 -1.75259 -0.10187 0.132

2.
10
Properties=species:S:1:pos:R:3:nbo_charge:R:1 method="wB97M-V/def2-TZVPD" lumo_energy_ev="0.561 / -2.713" energy_ha=-1344.38766 multiplicity=3 largest_force_ev_per_a=3.5 charge=0 mol_weight_g_mol=140.258
C 0.78883 0.60477 0.00018 -0.469
N -1.32797 -0.58280 0.00390 -0.655
N 0.05286 -0.51347 0.00268 -0.273
S 2.42326 0.51674 -0.00062 0.180
S -0.15929 2.09975 -0.00094 -0.026
S 0.95767 -2.00537 -0.00127 0.233
H -1.72576 -0.14348 0.83138 0.373
H -1.72685 -0.16147 -0.83290 0.373
H 0.89842 2.89833 0.00129 0.150
H -0.18118 -2.71299 -0.00370 0.113

3.
8
Properties=species:S:1:pos:R:3:nbo_charge:R:1 method="wB97M-V/def2-TZVPD" lumo_energy_ev="-6.494 / -7.880" energy_ha=-204.29217 largest_force_ev_per_a=3.0 charge=+1 mol_weight_g_mol=58.064
C 0.68305 1.23774 0.01420 0.023
N -0.12488 1.64984 -0.85282 -0.051
N 0.53897 -0.08620 0.39595 -0.102
N -0.49291 -0.99103 0.06869 -0.595
H 1.55604 1.87480 0.54814 0.293
H -0.49410 -1.12423 -1.02961 0.476
H -1.53577 -0.71511 0.30089 0.474
H -0.13039 -1.84582 0.55455 0.482

4.
8
Properties=species:S:1:pos:R:3:nbo_charge:R:1 method="wB97M-V/def2-TZVPD" lumo_energy_ev=-7.406 energy_ha=-204.37326 largest_force_ev_per_a=7.0 charge=+1 mol_weight_g_mol=58.064
C 1.57227 0.38421 -0.14420 0.003
N 0.90815 -0.43560 0.50429 -0.652
N -2.00886 -0.21632 0.96304 0.494
N -2.41288 -0.11459 -0.07842 -0.050
H 1.36567 -1.30025 0.67138 0.360
H 2.59926 0.28386 -0.53110 0.183
H 1.00955 1.29640 -0.57564 0.151
H -3.03316 0.10229 -0.80933 0.511

5.
8
Properties=species:S:1:pos:R:3:nbo_charge:R:1 method="wB97M-V/def2-TZVPD" lumo_energy_ev=-7.596 energy_ha=-204.36010 largest_force_ev_per_a=3.9 charge=+1 mol_weight_g_mol=58.064
C 0.99162 0.48362 0.21934 0.178
N 1.35314 -0.66206 -0.18758 -0.379
N -0.22314 0.72895 -0.28231 0.078
N -1.13019 -0.05733 -0.05243 -0.334
H 1.58067 1.27082 0.60310 0.255
H 0.55253 -1.08257 -0.53306 0.325
H -1.17677 -0.51242 0.90298 0.426
H -1.94785 -0.16902 -0.67005 0.451

6.
9
Properties=species:S:1:pos:R:3:nbo_charge:R:1 method="wB97M-V/def2-TZVPD" lumo_energy_ev="-6.557 / -6.125" energy_ha=-279.50671 largest_force_ev_per_a=5.6 charge=+1 mol_weight_g_mol=74.063
C 0.17886 -0.04219 -0.13563 0.310
N -2.46105 -0.56441 0.05381 -0.207
N -0.99709 1.09053 -0.17959 -0.104
N 1.26354 0.54421 0.16028 -0.624
O -2.15013 0.64368 0.09896 0.030
H -0.19847 -1.15566 -0.33596 0.313
H -3.46142 -0.61899 0.01672 0.356
H 2.16497 0.01352 0.08930 0.456
H 1.37186 1.57148 0.26758 0.471

7.
9
Properties=species:S:1:pos:R:3:nbo_charge:R:1 method="wB97M-V/def2-TZVPD" lumo_energy_ev=-6.817 energy_ha=-279.63542 largest_force_ev_per_a=4.6 charge=+1 mol_weight_g_mol=74.063
C 0.64339 -0.14363 0.38534 0.353
N 1.33241 0.08120 -0.72398 -0.695
N 3.17763 -0.33997 -1.70369 0.641
N -0.68613 -0.04956 0.22015 -0.742
O 3.13104 0.01861 -2.73508 0.041
H 1.15316 -0.51213 1.27788 0.235
H 0.62997 0.21205 -1.47124 0.349
H -1.29355 -0.23539 0.99229 0.417
H -1.05469 0.56555 -0.40004 0.401

8.
10
Properties=species:S:1:pos:R:3:nbo_charge:R:1 method="wB97M-V/def2-TZVPD" lumo_energy_ev="3.610 / 3.608" energy_ha=-355.13297 largest_force_ev_per_a=4.5 charge=-1 mol_weight_g_mol=90.062
C 1.29632 -0.83609 -0.73228 0.430
N -0.27096 -0.80064 0.92876 -0.665
N -0.97003 1.92589 -0.22638 -0.086
N 0.83079 -0.10203 0.29434 -0.486
O -1.74794 1.07813 0.34695 -0.397
O 1.04828 -1.99474 -1.10677 -0.757
H 2.09133 -0.26588 -1.30313 0.058
H -0.59616 -1.50946 0.22796 0.333
H -1.08174 -0.17578 0.97861 0.344
H -0.59989 2.68060 0.59192 0.225

9.
10
Properties=species:S:1:pos:R:3:nbo_charge:R:1 method="wB97M-V/def2-TZVPD" lumo_energy_ev="4.154 / 3.653" energy_ha=-355.03196 largest_force_ev_per_a=5.5 charge=-1 mol_weight_g_mol=90.062
C 0.78142 1.61126 0.47683 -0.458
N -0.71932 -0.96414 -0.80969 -0.313
N -0.26339 1.05409 1.07307 -0.482
N -0.77905 -2.15658 -0.61003 0.476
O -1.15429 -2.85074 0.31247 -0.533
O -0.28535 -2.67099 -1.74332 -0.584
H 0.56058 2.16206 -0.50868 0.173
H 1.18697 2.56278 1.11967 0.137
H 1.50866 0.85830 0.25015 0.224
H -0.83623 0.39397 0.43951 0.360

10.
9
Properties=species:S:1:pos:R:3:nbo_charge:R:1 method="wB97M-V/def2-TZVPD" lumo_energy_ev="1.066 / -2.280" energy_ha=-545.91163 multiplicity=3 largest_force_ev_per_a=4.3 charge=0 mol_weight_g_mol=89.038
C 0.57820 -0.80328 -0.23362 -0.652
N -0.92215 -0.84797 -0.07066 -0.220
N -1.58429 0.14922 -0.01378 0.209
N -1.25226 1.33520 -0.09861 -0.527
P 1.42173 0.77484 -0.14273 0.405
H 0.94395 -1.46374 0.66544 0.241
H 0.74480 -1.43315 -1.18426 0.248
H -1.97696 2.02489 0.03540 0.364
H 2.04699 0.26399 1.04282 -0.069

11.
9
Properties=species:S:1:pos:R:3:nbo_charge:R:1 method="wB97M-V/def2-TZVPD" lumo_energy_ev="1.037 / -1.433" energy_ha=-545.91199 multiplicity=3 largest_force_ev_per_a=4.2 charge=0 mol_weight_g_mol=89.038
C 0.71077 0.33027 -0.56799 -0.575
N -0.35640 -0.55311 -1.00662 -0.194
N -1.49038 -0.62580 -0.68246 0.175
N -2.12872 -0.46645 0.36246 -0.521
P 0.52218 0.89378 1.18872 0.362
H 1.74987 -0.30688 -0.65259 0.242
H 0.63937 1.11353 -1.22381 0.220
H -3.10878 -0.25315 0.40087 0.365
H 0.32828 -0.35803 1.64226 -0.074

12.
9
Properties=species:S:1:pos:R:3:nbo_charge:R:1 method="wB97M-V/def2-TZVPD" lumo_energy_ev="-6.470 / -6.474" energy_ha=-602.49026 largest_force_ev_per_a=4.0 charge=+1 mol_weight_g_mol=90.131
C -1.01141 -0.46648 -0.38462 -0.232
N 2.72941 -0.04150 0.09932 -0.136
N -0.20290 0.21033 0.45635 -0.723
N 1.94681 0.77848 -0.04439 0.380
S -1.38291 1.25005 0.01629 0.674
H -0.47741 -0.75546 -1.35454 0.216
H -1.93385 -1.00372 -0.09997 0.218
H 2.82445 -1.01382 0.44306 0.488
H -2.49219 1.04211 0.86850 0.115